The following is a quantum chemistry calculation of a cluster of 2 separate species, C3H4F2N2 in total at a distorted geometry, from OMol25.

Structure (XYZ):
```
11
Properties=species:S:1:pos:R:3
N -0.249 2.502 0.298
N -0.715 -1.297 -2.589
C 0.713 -2.171 0.362
H 0.865 -2.304 1.338
F -1.268 3.116 1.202
C -0.493 -1.255 -1.460
C -0.209 -1.278 -0.044
F 0.933 2.553 1.035
H -0.795 -0.685 0.549
H 1.378 -2.588 -0.378
H -0.160 3.406 -0.314
```

## Properties
- ΔE to the lowest compared entry with this formula, charge and spin: 106.3 kcal per mole
- Lowest unoccupied orbital energy: 0.400 eV
- SMILES string: C=CC#N.FNF
- Calculated total energy: -11585.496 eV

***

The following is a quantum chemistry calculation of a structure of composition C4H7LuO at a distorted geometry, from OMol25.

Structure (XYZ):
```
13
Properties=species:S:1:pos:R:3
C 0.107 -0.479 0.130
H 1.711 -0.646 0.872
H -0.685 -0.648 -1.906
H 0.904 0.318 -1.772
C -0.662 0.891 -0.280
O -0.575 -1.514 0.645
H 1.733 1.201 0.520
Lu -2.326 -2.723 0.533
H 0.754 0.497 2.063
H -0.346 1.933 -0.365
C 1.139 0.431 1.033
H -1.749 0.789 -0.180
C -0.006 -0.050 -1.292
```

## Properties
- ΔE to the lowest compared entry with this formula, charge and spin: 53.9 kcal per mole
- Lowest unoccupied orbital energy (spin up / spin down): -10.456 / -10.171 eV
- Net charge: +2
- Calculated total energy: -39906.025 eV

***

The following is a quantum chemistry calculation of a cluster of 7 separate species, C15H37F3O9 in total at a distorted geometry, from OMol25.

Structure (XYZ):
```
64
Properties=species:S:1:pos:R:3
H -7.813 -1.254 1.320
O -6.752 -2.643 2.448
O -3.932 -4.537 3.456
C 8.010 3.879 -1.077
H 3.379 1.631 -4.930
O 3.291 -0.833 -4.129
H 2.803 -1.046 -3.329
H -2.870 -0.863 2.655
H 2.703 1.332 -2.036
H -5.217 -5.706 4.598
H -2.175 1.587 4.096
H -6.811 -2.404 0.386
H 4.620 3.515 -1.595
H -6.047 -1.096 1.312
H 0.186 1.298 -1.625
C 4.270 0.135 -3.740
H 5.495 0.564 -1.987
O -4.137 2.245 4.216
H 3.990 -0.244 -1.625
H -2.199 -0.184 -0.018
O 2.708 3.314 -2.494
C 2.602 1.933 -2.939
H -4.709 -4.168 5.348
O 3.163 3.232 -0.275
H -3.241 0.683 1.864
H 8.317 4.880 -0.762
H 0.129 -4.238 3.424
O -0.233 -3.259 1.662
F -0.768 -0.821 -4.012
H -4.001 -0.827 1.287
H -2.688 2.763 2.866
H -1.028 -2.892 3.542
O -1.999 -0.605 0.820
H 4.515 2.297 -3.812
C -6.869 -1.803 1.297
F -2.802 -0.502 -1.943
C 0.426 0.732 -2.519
H 5.293 -1.154 -2.332
C -0.825 0.125 -3.051
C 1.186 1.670 -3.473
H -7.483 -3.264 2.428
H -4.669 -4.084 3.032
F -2.635 1.610 -2.602
O 6.744 3.541 -0.513
H 7.912 3.862 -2.159
H 1.080 -0.094 -2.242
H -1.520 -4.429 2.782
C -2.048 0.432 -2.538
H 0.688 2.633 -3.544
H 8.771 3.155 -0.775
H -4.193 2.004 5.143
C -2.765 2.490 3.915
H 5.088 -0.002 -4.445
H -3.561 -5.516 5.206
H -0.984 -2.813 1.257
C 3.547 3.356 -1.411
H 1.240 1.276 -4.483
C -3.094 -0.386 1.704
C -0.694 -3.731 2.924
C -4.388 -5.004 4.720
H -2.376 3.309 4.525
C 3.730 1.548 -3.902
C 4.800 -0.188 -2.356
H 6.838 3.559 0.442
```

## Properties
- Lowest unoccupied orbital energy: 0.025 eV
- SMILES string: C[C@@H](O)C[C@H](CCC(F)=C(F)F)OC=O.CO.CO.CO.CO.CO.CO
- Calculated total energy: -42728.567 eV

***

The following is a quantum chemistry calculation of a structure of composition CH8N3P2 at a distorted geometry, from OMol25.

Structure (XYZ):
```
14
Properties=species:S:1:pos:R:3
H -1.159 0.918 -0.399
H 0.878 -1.866 3.570
H -1.899 1.022 -2.514
C 0.697 0.119 1.048
H -0.195 1.986 -2.215
H 0.206 -1.344 -1.640
P -0.356 -1.382 3.248
N 0.045 -0.534 -2.260
H -0.251 -0.829 -3.225
H 1.731 1.165 -0.059
H -0.157 -0.413 4.153
P -0.710 0.868 -1.695
N 0.837 0.812 0.025
N 0.333 -0.520 1.961
```

## Properties
- ΔE to the lowest compared entry with this formula, charge and spin: 34.8 kcal per mole
- Lowest unoccupied orbital energy: -3.221 eV
- Net charge: +1
- Calculated total energy: -24205.693 eV

***

The following is a quantum chemistry calculation of a structure of composition C12H8F6IrN2O5S3 at a distorted geometry, from OMol25.

Structure (XYZ):
```
37
Properties=species:S:1:pos:R:3
O 2.067 1.114 -4.737
F 3.997 -0.919 -3.814
C -3.318 -2.708 2.085
H -4.026 -3.299 2.654
C -2.642 -3.254 1.029
O 2.167 4.591 -1.572
H -1.152 -4.059 -1.108
F 3.546 1.646 0.240
O 1.633 0.267 -2.466
H 0.187 -3.038 -0.626
H -2.794 -4.283 0.735
C -3.756 -0.721 3.522
C 3.658 2.866 -0.290
C -1.727 -2.460 0.306
N 2.712 2.540 -2.820
F 4.829 2.959 -0.912
H -1.268 -2.479 -1.850
O 1.148 2.485 -0.829
F 4.966 1.010 -3.991
C 4.085 0.303 -3.295
S 2.265 3.176 -1.471
C -3.099 -1.360 2.445
C -2.170 -0.633 1.676
H -3.982 1.085 4.624
C -2.553 1.312 3.029
N -1.518 -1.193 0.641
S 2.427 1.101 -3.359
S -0.743 1.683 1.046
H -2.351 2.349 3.267
O -0.029 -1.438 -1.239
F 4.503 0.208 -2.033
Ir 0.122 0.351 -0.598
C -1.894 0.725 1.975
C -3.483 0.589 3.802
H -4.470 -1.282 4.112
C -0.949 -2.998 -0.864
F 3.613 3.764 0.688
```

## Properties
- ΔE to the lowest compared entry with this formula, charge and spin: 54.2 kcal per mole
- Lowest unoccupied orbital energy (spin up / spin down): -0.959 / -2.672 eV
- Calculated total energy: -77433.179 eV
- Multiplicity: 6

***

The following is a quantum chemistry calculation of a structure of composition C30H30MnN7SSi at a distorted geometry, from OMol25.

Structure (XYZ):
```
70
Properties=species:S:1:pos:R:3
C -1.229 -5.148 4.187
H -3.359 -1.069 0.613
C -2.023 1.674 -2.080
C -1.458 -3.972 4.907
H 0.553 5.254 -1.482
C 0.078 5.168 0.620
H -1.815 -4.030 5.926
C -0.507 -1.425 2.344
H 4.742 1.002 -3.202
C -3.039 3.879 -3.429
H 6.649 1.521 -1.003
C 5.882 0.821 -1.331
H 5.078 -0.482 1.745
H -3.441 4.732 -3.959
C -0.769 -5.104 2.884
C -2.041 -2.309 -2.281
H -0.687 2.225 3.518
H 0.355 0.061 -1.314
C -1.227 -2.743 4.329
C -2.717 -3.520 -2.314
H -4.156 -4.779 -1.344
C -3.508 3.573 -2.158
C 0.369 4.625 -0.622
N 3.595 1.280 -1.444
C -0.538 -3.866 2.307
C -2.067 3.088 -4.031
H -4.558 -3.206 0.518
H 0.096 -4.606 0.462
H -0.803 1.376 -3.848
H 0.039 6.240 0.758
C -0.445 1.966 2.493
N -0.438 0.745 2.092
Mn 0.359 0.396 0.311
H 6.626 0.220 1.250
Si -1.423 0.217 -1.149
H 5.010 2.545 -2.371
C 3.827 0.637 -0.297
H -1.361 -2.063 -3.090
C 0.157 -2.602 0.417
C -3.167 -1.749 -0.211
H -1.413 -6.106 4.654
C -2.265 -1.415 -1.229
C -0.761 -2.677 3.011
H -1.397 -1.827 4.878
H 6.103 -1.330 0.564
H -0.426 4.700 2.666
N 5.108 0.358 -0.169
C -3.004 2.474 -1.481
C -3.844 -2.958 -0.256
S 2.673 0.248 0.922
N -0.718 -0.282 2.923
C -0.177 4.315 1.686
H -2.558 -4.203 -3.138
H -1.719 3.322 -5.028
H 0.641 2.799 -1.716
H 6.370 -0.029 -1.807
C 0.423 3.251 -0.758
C -3.618 -3.841 -1.306
H -4.277 4.182 -1.702
C -1.554 1.989 -3.360
H -0.589 -6.016 2.328
C 4.821 1.483 -2.229
C 5.765 -0.355 0.914
C -0.122 2.950 1.475
H 2.676 1.542 -1.745
N -0.072 -3.757 0.989
H 0.522 -2.608 -0.601
N 0.198 2.421 0.265
N -0.032 -1.441 1.024
H -3.394 2.238 -0.496
```

## Properties
- Lowest unoccupied orbital energy (spin up / spin down): -10.039 / -9.780 eV
- Net charge: +3
- Calculated total energy: -92036.777 eV
- Multiplicity: 4

***

The following is a quantum chemistry calculation of a structure of composition C5H8O3 at a distorted geometry, from OMol25.

Structure (XYZ):
```
16
Properties=species:S:1:pos:R:3
H 3.133 -0.242 -1.037
H -2.740 1.309 -0.815
H 2.840 0.078 1.186
C 0.462 -0.629 0.431
H 0.852 -0.158 1.455
C 0.170 0.718 -0.176
O 1.552 1.175 -0.051
H -1.008 0.096 1.465
C 2.319 0.111 0.001
H -3.875 -0.339 -0.636
H -3.073 0.753 1.078
C -2.960 0.324 -0.094
H -0.224 0.504 -1.312
C -0.872 -0.263 0.475
O 1.485 -1.099 -0.376
O -1.865 -0.521 -0.224
```

## Properties
- ΔE to the lowest compared entry with this formula, charge and spin: 246.1 kcal per mole
- Lowest unoccupied orbital energy: 0.764 eV
- Calculated total energy: -11446.845 eV

***

The following is a quantum chemistry calculation of a cluster of 2 separate species, C4H11O3 in total at a distorted geometry, from OMol25.

Structure (XYZ):
```
18
Properties=species:S:1:pos:R:3
H 0.387 1.702 3.207
H -0.527 -1.461 0.157
H 0.139 0.862 -1.469
H 1.541 -2.529 0.725
O -2.669 -0.686 -0.604
C 1.492 -1.041 -0.557
O 0.608 2.601 2.986
C -1.880 0.056 -1.388
H 1.291 -1.420 -1.561
H 2.221 -0.236 -0.551
H -0.063 2.907 2.358
H -0.899 1.214 0.029
H 0.462 -0.269 1.100
H -2.353 1.037 -1.654
C -0.519 0.477 -0.683
H -1.586 -0.468 -2.345
C 0.186 -0.630 0.105
O 2.168 -2.116 0.146
```

## Properties
- ΔE to the lowest compared entry with this formula, charge and spin: 37.3 kcal per mole
- Lowest unoccupied orbital energy: 3.575 eV
- Net charge: -1
- Calculated total energy: -10468.063 eV